(1)
DFT (ωB97M-V/def2-TZVPD) results for a molecular structure, C15H13CaF6N4O7S3 in a non-equilibrium geometry.

CARTESIAN COORDINATES (ANGSTROEM)
Ca -0.38266 0.09226 -0.07863
F -1.20232 1.99998 5.03547
C -1.13038 2.36863 3.75252
F -2.36982 2.50799 3.28102
F -0.51901 3.56302 3.68833
S -0.11721 1.15994 2.79306
O -0.17528 1.74645 1.43901
O 1.10618 1.13457 3.50911
N -1.12352 -0.10238 3.00130
S -1.92706 -1.18527 2.20241
O -1.27654 -1.73335 1.01028
O -2.60134 -2.09079 3.07176
C -3.31855 -0.26407 1.40073
F -4.16653 0.18134 2.31942
F -2.82713 0.78331 0.70297
F -3.95283 -1.06636 0.55269
S -1.39640 1.65566 -2.36770
C -1.65042 -0.01415 -2.86453
C -2.26916 -0.32642 -4.09678
C -2.46282 -1.63206 -4.46104
C -2.05643 -2.66558 -3.61056
C -1.46551 -2.29842 -2.42388
N -1.25702 -1.02671 -2.06907
H -2.58356 0.48822 -4.73415
H -2.93666 -1.85849 -5.40946
H -2.19732 -3.70783 -3.85709
H -1.13634 -3.04195 -1.70465
N 3.64661 -3.33031 -1.53076
C 3.83440 -2.56925 -2.62303
O 4.48491 -2.91945 -3.60096
C 3.27667 -1.18582 -2.51670
C 3.94491 -0.10935 -3.07942
C 3.43270 1.16301 -2.88878
C 2.27269 1.31095 -2.14152
N 1.61308 0.27860 -1.62068
C 2.09635 -0.93666 -1.83496
H 4.01266 -4.26542 -1.57174
H 3.21080 -2.98711 -0.67293
H 4.85178 -0.28597 -3.64343
H 3.91778 2.03681 -3.30129
H 1.84048 2.28837 -1.96368
H 1.53743 -1.76767 -1.41945
C 1.66936 -2.18658 3.06958
C 1.72892 -1.75016 1.61724
O 2.19355 -2.56789 0.79174
O 1.28613 -0.60215 1.31274
H 2.51929 -2.83668 3.27371
H 0.76368 -2.77852 3.22063
H 1.64838 -1.35228 3.76423

Forces on atoms 1 to 2 (eV/Å):
Ca 0.9 0.3 -1.8
F 0.0 0.1 -0.2

Summary:
Energy ... -103315.70856 eV
Charge ... -1
LUMO energy ... 2.7 eV
Frontier orbital gap ... 7.6 eV
Energy relative to the best compared isomer or geometry (same formula, charge and spin) ... 1.046 eV

---

(2)
DFT (ωB97M-V/def2-TZVPD) results for a molecular structure, C15H13Cl3F3HfN4O8S2.

CARTESIAN COORDINATES (ANGSTROEM)
Hf 0.09479 -0.03650 0.13830
O 3.42760 1.15162 4.95527
C 4.02675 1.63885 3.88363
O 5.13682 2.09000 3.89446
C 3.26184 1.61271 2.59255
C 3.76486 2.10461 1.40128
N 2.82899 1.92804 0.46175
N 1.73074 1.35883 0.96289
C 1.98396 1.15249 2.26231
C 0.89900 0.43331 2.99422
O 0.95115 0.20195 4.18032
O -0.08064 0.08137 2.19935
H 2.51821 0.81893 4.79393
H 4.72003 2.56451 1.20766
H 2.86963 2.18258 -0.51464
Cl -4.82822 4.39519 -3.07590
C -3.49933 3.40446 -2.60843
C -3.02677 3.46952 -1.30984
C -1.96330 2.66357 -0.96396
Cl -1.34006 2.63192 0.66329
C -1.34291 1.80588 -1.86156
O -0.30675 1.03040 -1.48615
C -1.85505 1.75069 -3.15882
Cl -1.12755 0.66600 -4.27529
C -2.92335 2.54454 -3.53210
H -3.48582 4.13391 -0.59174
H -3.30438 2.48975 -4.54206
F 1.63747 -2.52470 -3.14973
C 0.85995 -2.76552 -2.11597
F 0.50680 -4.02962 -2.07516
F -0.23812 -1.98940 -2.18982
S 1.70141 -2.25423 -0.55716
O 0.56990 -2.20308 0.40919
O 2.79132 -3.10681 -0.29252
O 1.96506 -0.81066 -0.79281
C -1.69428 -2.58144 3.65590
N -2.09766 -2.28276 2.27885
C -2.55260 -1.13302 1.81003
S -2.38136 -0.82116 0.08648
N -3.15199 -0.21988 2.54899
C -3.72579 -0.38384 3.88555
H -0.87366 -3.29254 3.61394
H -2.50211 -3.01867 4.23815
H -1.31777 -1.68363 4.13842
H -1.77529 -2.92114 1.56722
H -3.36299 0.63583 2.05954
H -4.13592 -1.38333 3.99911
H -4.53739 0.33055 3.99030
H -2.99547 -0.19372 4.66880

Forces on atoms 1 to 2 (eV/Å):
Hf -0.1 0.5 -0.1
O 0.0 0.0 0.2

Summary:
Energy ... -106804.42252 eV
Charge ... +1
LUMO energy ... -3.5 eV
Frontier orbital gap ... 8.2 eV
Energy relative to the best compared isomer or geometry (same formula, charge and spin) ... 0.137 eV

---

(3)
DFT (ωB97M-V/def2-TZVPD) results for a single C15H13F7N2O3 molecule.

CARTESIAN COORDINATES (ANGSTROEM)
C -6.36321 0.63409 2.64457
H -6.30959 1.21531 1.71950
O -5.50479 1.15819 3.63323
C -4.17778 1.21267 3.37802
C -3.37935 1.76493 4.38484
C -2.01568 1.87665 4.21281
C -1.40896 1.42963 3.05005
C -2.19226 0.86525 2.04839
C -3.57347 0.76741 2.20936
H -4.13977 0.33963 1.39766
C -1.64507 0.36923 0.76765
O -2.29461 0.21821 -0.25079
N -0.30619 0.07638 0.76787
N 0.22472 -0.45624 -0.39050
C 1.50476 -0.76183 -0.60122
C 1.87593 -1.24883 -1.83674
C 3.19076 -1.61770 -2.19383
O 4.21755 -1.61585 -1.53681
C 3.32721 -2.04596 -3.69544
F 2.22201 -2.67655 -4.16700
F 4.34727 -2.91333 -3.85541
C 3.58394 -0.80811 -4.59417
F 2.49316 -0.00623 -4.56180
F 3.75713 -1.16817 -5.88063
C 4.80059 0.05019 -4.15335
F 5.10850 0.93080 -5.10539
F 4.50259 0.74844 -3.05640
F 5.88186 -0.67275 -3.91051
H 1.11207 -1.34627 -2.59202
C 2.45185 -0.55685 0.53270
H 2.41446 0.47796 0.87182
H 3.46206 -0.78652 0.20885
H 2.19869 -1.21386 1.36521
H -0.49048 -0.51801 -1.11495
H 0.24437 -0.00340 1.60840
H -0.34496 1.56042 2.92541
H -1.41547 2.32043 4.99239
H -3.85887 2.10799 5.28748
H -6.13425 -0.41422 2.43088
H -7.36672 0.70687 3.05986

Forces on atoms 1 to 2 (eV/Å):
C -0.2 -0.1 -0.2
H 0.0 0.0 0.0

Summary:
Energy ... -43910.37115 eV
Charge ... 0
SMILES string ... COc1cccc(C(=O)NN/C(C)=C/C(=O)C(F)(F)C(F)(F)C(F)(F)F)c1
LUMO energy ... -0.2 eV
Frontier orbital gap ... 8.3 eV
Energy relative to the best compared isomer or geometry (same formula, charge and spin) ... 0.177 eV